C16H17ClF10N3OSSbTi as an isolated structure, computed with ωB97M-V with the def2-TZVPD basis set.

```
! RIJCOSX wB97M-V def2-TZVPD def2/J DEFGRID3
* xyz -2 1
Ti -0.949 0.541 0.545
C 2.812 -0.945 2.992
N 1.389 -0.875 3.168
C 0.989 -0.756 4.542
C 0.653 -1.898 2.464
C 0.869 -1.882 0.954
N 0.817 -0.536 0.370
C 1.652 -0.376 -0.711
C 2.396 0.809 -0.882
F 2.315 1.767 0.039
C 3.243 1.006 -1.948
F 3.944 2.155 -2.020
C 3.430 0.046 -2.926
C 2.719 -1.123 -2.779
F 2.845 -2.099 -3.712
C 1.856 -1.332 -1.720
F 1.153 -2.486 -1.722
H 3.248 -1.899 3.361
H 3.285 -0.124 3.534
H 3.068 -0.834 1.938
H 1.248 -1.649 5.150
H -0.090 -0.606 4.589
H 1.472 0.115 4.993
H -0.403 -1.759 2.684
H 0.927 -2.916 2.817
H 0.124 -2.554 0.518
H 1.853 -2.315 0.739
H 4.094 0.210 -3.762
O -0.536 0.975 -1.374
N -1.439 1.293 -2.306
C -2.470 0.436 -2.480
C -3.413 0.642 -3.443
C -3.286 1.783 -4.252
C -2.232 2.630 -4.067
C -1.235 2.416 -3.073
S 0.089 3.429 -2.851
H -2.469 -0.402 -1.797
H -4.226 -0.061 -3.549
H -4.016 1.989 -5.026
H -2.102 3.511 -4.679
F -1.423 0.170 2.298
Sb -3.831 -1.185 1.576
F -5.322 -1.337 2.875
F -2.605 1.268 0.141
F -4.720 -2.383 0.339
F -1.908 -1.211 0.224
F -3.020 -2.754 2.325
Cl 0.725 2.591 2.688
C -0.357 2.481 1.236
H 0.115 3.062 0.445
H -1.281 2.976 1.536
*
```

Properties
Energy relative to the best compared isomer or geometry (same formula, charge and spin) = 29.97 kJ/mol
LUMO level = 4.75 eV
Energy = -3806.46068 Eh


A 2-piece molecular cluster, C2H7O3P overall in a non-equilibrium geometry, computed with ωB97M-V with the def2-TZVPD basis set.

```
! RIJCOSX wB97M-V def2-TZVPD def2/J DEFGRID3
* xyz 0 1
C -1.493 1.490 -0.986
C -0.112 -1.994 0.119
O -0.321 0.725 1.578
O 2.269 1.426 0.142
O -0.613 -0.791 -0.398
P -0.865 0.630 0.277
H -1.825 2.483 -0.928
H -1.382 0.868 -1.840
H -0.916 -2.625 0.337
H 0.365 -1.956 1.090
H 0.662 -2.390 -0.457
H 2.759 0.704 0.414
H 1.472 1.429 0.652
*
```

Properties
Energy relative to the best compared isomer or geometry (same formula, charge and spin) = 178.51 kJ/mol
LUMO level = 0.28 eV
Energy = -647.43554 Eh


A 4-piece molecular cluster, H10NO3 overall, computed with ωB97M-V with the def2-TZVPD basis set.

```
! RIJCOSX wB97M-V def2-TZVPD def2/J DEFGRID3
* xyz 0 2
N 0.052 0.177 0.143
H 0.869 -0.335 0.571
H 0.185 1.163 0.396
H -0.877 -0.063 0.513
H 0.154 0.086 -0.894
H 2.803 -1.477 1.641
H 2.614 -1.587 0.126
O 2.123 -1.373 0.959
H 1.848 0.352 -2.596
H 0.562 -0.293 -3.218
O 0.891 0.238 -2.472
H -3.895 0.639 2.279
H -3.910 1.602 1.078
O -3.419 0.872 1.474
*
```

Properties
⟨S²⟩ = 0.750
Energy relative to the best compared isomer or geometry (same formula, charge and spin) = 8.04 kJ/mol
LUMO level (spin up / spin down) = 0.57 / 0.48 eV
Energy = -286.35491 Eh


C6H11N as an isolated structure in a non-equilibrium geometry, computed with ωB97M-V with the def2-TZVPD basis set.

```
! RIJCOSX wB97M-V def2-TZVPD def2/J DEFGRID3
* xyz 0 1
C -0.220 -0.377 -0.331
C -1.137 -1.581 -0.454
C -0.595 0.781 -1.240
C 0.253 1.328 1.536
N 0.051 -0.056 1.092
C 1.373 -0.618 -0.172
C 2.557 -0.752 -0.357
H -0.662 -0.493 1.662
H -2.173 -1.297 -0.250
H 0.126 1.597 -1.197
H -0.843 -2.364 0.252
H -1.049 -2.003 -1.461
H -1.590 1.161 -0.990
H -0.592 0.425 -2.278
H 1.095 1.751 0.987
H -0.630 1.960 1.388
H 0.512 1.320 2.590
H 3.524 -0.782 -0.777
*
```

Properties
Energy relative to the best compared isomer or geometry (same formula, charge and spin) = 396.02 kJ/mol
LUMO level = 0.97 eV
Energy = -289.82085 Eh


A 2-piece molecular cluster, CH3ClFOP overall in a non-equilibrium geometry, computed with ωB97M-V with the def2-TZVPD basis set.

```
! RIJCOSX wB97M-V def2-TZVPD def2/J DEFGRID3
* xyz 0 1
C 0.277 0.057 -0.191
O 1.390 -0.810 -0.013
F 1.075 -2.245 2.694
P 1.510 -2.357 0.443
Cl 3.397 -2.345 0.603
H -0.773 -0.536 -0.113
H 0.313 0.579 -1.127
H 0.093 0.661 0.698
*
```

Properties
Energy relative to the best compared isomer or geometry (same formula, charge and spin) = 377.04 kJ/mol
LUMO level = -0.68 eV
Energy = -1016.51901 Eh


A 2-piece molecular cluster, C3H9N3O3P overall in a non-equilibrium geometry, computed with ωB97M-V with the def2-TZVPD basis set.

```
! RIJCOSX wB97M-V def2-TZVPD def2/J DEFGRID3
* xyz -1 1
C -1.576 -0.897 -0.196
C -0.425 -0.227 1.682
C 0.930 1.422 0.874
N -2.921 -1.124 -0.619
N -0.622 -1.116 -1.157
N -1.539 -0.539 1.009
O 3.245 1.430 -0.313
O 1.975 -0.646 -0.606
O 1.165 1.437 -1.927
P 1.778 0.854 -0.616
H -0.602 0.248 2.628
H 0.548 -0.738 1.638
H 0.151 2.208 0.722
H 1.275 1.229 1.907
H -3.203 -1.279 -1.582
H -3.570 -1.218 0.171
H -0.891 -0.761 -2.132
H 0.419 -1.012 -0.800
H 3.865 0.728 -0.683
*
```

Properties
Energy relative to the best compared isomer or geometry (same formula, charge and spin) = 316.13 kJ/mol
LUMO level (spin up / spin down) = 3.81 / 3.81 eV
Energy = -851.12845 Eh


C32H22BBrCrF2IP as an isolated structure, computed with ωB97M-V with the def2-TZVPD basis set.

```
! RIJCOSX wB97M-V def2-TZVPD def2/J DEFGRID3
* xyz 0 5
Cr -1.305 -0.038 0.225
Br -2.252 -0.190 -2.355
C -3.977 0.471 -1.850
C -4.866 0.672 -2.863
C -6.164 1.130 -2.556
C -6.513 1.351 -1.258
C -5.589 1.139 -0.204
C -5.970 1.365 1.140
C -5.074 1.159 2.147
C -3.760 0.737 1.853
C -3.310 0.500 0.570
C -4.268 0.697 -0.479
H -4.588 0.479 -3.890
H -6.873 1.295 -3.355
H -7.510 1.693 -1.008
H -6.977 1.706 1.344
H -5.363 1.335 3.177
H -3.073 0.625 2.687
I -0.898 -2.152 2.125
C 0.906 -1.581 3.026
C 0.847 -1.657 4.395
C 1.996 -1.533 5.197
C 3.207 -1.420 4.586
C 3.303 -1.345 3.173
C 4.601 -1.324 2.600
C 4.770 -1.281 1.250
C 3.631 -1.131 0.442
C 2.352 -1.096 0.945
P 1.113 -0.447 -0.252
C 1.330 -1.540 -1.698
C 2.252 -1.310 -2.718
C 2.353 -2.192 -3.783
C 1.538 -3.313 -3.839
C 0.617 -3.550 -2.830
C 0.509 -2.665 -1.770
C 1.848 1.142 -0.759
C 1.412 1.728 -1.946
C 1.823 3.004 -2.289
C 2.657 3.719 -1.443
C 3.076 3.152 -0.248
C 2.674 1.869 0.094
C 2.143 -1.323 2.350
H -0.098 -1.854 4.883
H 1.902 -1.583 6.272
H 4.127 -1.391 5.156
H 5.449 -1.368 3.271
H 5.752 -1.300 0.799
H 3.783 -0.972 -0.617
H 2.881 -0.430 -2.693
H 3.066 -2.001 -4.574
H 1.615 -3.998 -4.673
H -0.028 -4.418 -2.874
H -0.221 -2.847 -0.990
H 0.728 1.197 -2.597
H 1.476 3.450 -3.212
H 2.967 4.722 -1.705
H 3.709 3.711 0.428
H 2.998 1.452 1.039
F -0.662 2.602 1.832
B -0.951 2.084 0.618
F -1.120 3.064 -0.293
*
```

Properties
⟨S²⟩ = 6.067
Energy relative to the best compared isomer or geometry (same formula, charge and spin) = 0.00 kJ/mol
LUMO level (spin up / spin down) = -0.39 / -0.39 eV
Energy = -5714.80588 Eh